[1]
{
  "formula": "C21H32N4O3",
  "method": "ωB97M-V/def2-TZVPD",
  "e_lumo_ha": 0.0278,
  "gap_ha": 0.369,
  "max_force_ha_per_bohr": 0.003,
  "species": ["C", "C", "C", "C", "C", "C", "C", "C", "C", "O", "N", "C", "C", "C", "C", "C", "C", "O", "N", "C", "C", "N", "C", "C", "N", "O", "C", "C", "H", "H", "H", "H", "H", "H", "H", "H", "H", "H", "H", "H", "H", "H", "H", "H", "H", "H", "H", "H", "H", "H", "H", "H", "H", "H", "H", "H", "H", "H", "H", "H"],
  "positions_angstrom": [[6.345, -3.883, 0.969], [5.216, -3.244, 0.171], [4.660, -1.991, 0.837], [3.528, -1.345, 0.049], [2.980, -0.102, 0.734], [1.879, 0.613, 0.007], [1.229, 0.164, -1.059], [0.125, 0.928, -1.730], [-0.936, -0.002, -2.303], [-0.723, -1.202, -2.425], [-2.127, 0.549, -2.662], [-3.143, -0.294, -3.294], [-4.542, 0.022, -2.776], [-4.615, -0.047, -1.274], [-5.411, 0.953, -0.485], [-3.917, 1.000, -0.435], [-3.292, 0.508, 0.849], [-3.668, 0.833, 1.957], [-2.211, -0.304, 0.668], [-1.338, -0.620, 1.764], [-0.551, 0.557, 2.252], [0.322, 0.570, 3.204], [0.708, 1.892, 3.225], [1.725, 2.425, 4.166], [0.110, 2.637, 2.345], [-0.742, 1.743, 1.687], [-3.134, 2.172, -1.038], [-2.486, 1.935, -2.419], [6.729, -4.777, 0.477], [7.177, -3.187, 1.093], [6.004, -4.170, 1.966], [5.570, -2.989, -0.832], [4.405, -3.966, 0.034], [4.305, -2.244, 1.843], [5.470, -1.266, 0.974], [3.881, -1.084, -0.953], [2.726, -2.077, -0.089], [2.620, -0.362, 1.737], [3.802, 0.605, 0.901], [1.589, 1.575, 0.425], [1.481, -0.787, -1.511], [-0.311, 1.645, -1.033], [0.518, 1.513, -2.571], [-3.105, -0.162, -4.381], [-2.877, -1.326, -3.081], [-4.870, 1.006, -3.118], [-5.239, -0.694, -3.218], [-4.580, -1.054, -0.870], [-5.912, 1.739, -1.037], [-5.924, 0.622, 0.407], [-1.950, -0.572, -0.266], [-1.911, -0.999, 2.613], [-0.639, -1.394, 1.455], [1.862, 3.492, 4.009], [1.409, 2.245, 5.193], [2.674, 1.910, 4.013], [-3.778, 3.052, -1.101], [-2.348, 2.431, -0.325], [-1.609, 2.572, -2.521], [-3.163, 2.237, -3.217]]
}

---

[2]
{
  "formula": "C25H34FN3O4",
  "method": "ωB97M-V/def2-TZVPD",
  "e_lumo_ha": 0.0027,
  "gap_ha": 0.316,
  "max_force_ha_per_bohr": 0.016,
  "species": ["C", "C", "C", "C", "C", "C", "C", "C", "C", "O", "N", "C", "C", "N", "C", "C", "C", "C", "C", "C", "F", "C", "O", "C", "C", "O", "O", "C", "N", "C", "C", "C", "C", "H", "H", "H", "H", "H", "H", "H", "H", "H", "H", "H", "H", "H", "H", "H", "H", "H", "H", "H", "H", "H", "H", "H", "H", "H", "H", "H", "H", "H", "H", "H", "H", "H", "H"],
  "positions_angstrom": [[-5.267, -2.998, -0.038], [-3.801, -2.593, -0.111], [-3.443, -2.027, -1.484], [-2.018, -1.481, -1.560], [-0.933, -2.554, -1.546], [0.456, -1.921, -1.517], [1.573, -2.962, -1.484], [2.937, -2.301, -1.280], [3.101, -1.834, 0.154], [2.343, -2.173, 1.044], [4.183, -1.054, 0.429], [5.000, -0.373, -0.546], [4.365, 1.007, -0.867], [3.494, 1.401, 0.224], [2.128, 1.457, 0.057], [1.230, 0.986, 1.013], [-0.155, 1.111, 0.868], [-0.670, 1.724, -0.291], [0.222, 2.202, -1.256], [1.570, 2.082, -1.081], [2.387, 2.615, -2.023], [-2.102, 1.870, -0.529], [-2.555, 2.409, -1.548], [-2.929, 1.319, 0.519], [-4.421, 1.326, 0.426], [-5.111, 0.853, 1.297], [-4.924, 1.873, -0.669], [-2.356, 0.743, 1.613], [-1.035, 0.640, 1.824], [-0.594, -0.060, 3.020], [-0.367, -1.544, 2.746], [4.083, 1.118, 1.511], [4.258, -0.406, 1.724], [-5.498, -3.429, 0.934], [-5.904, -2.129, -0.185], [-5.500, -3.733, -0.806], [-3.608, -1.831, 0.649], [-3.173, -3.459, 0.110], [-4.138, -1.215, -1.710], [-3.579, -2.801, -2.244], [-1.913, -0.887, -2.471], [-1.855, -0.811, -0.715], [-1.031, -3.189, -2.429], [-1.048, -3.186, -0.664], [0.579, -1.277, -2.392], [0.535, -1.290, -0.630], [1.577, -3.527, -2.417], [1.394, -3.656, -0.662], [3.738, -3.012, -1.496], [3.030, -1.456, -1.965], [5.115, -0.969, -1.449], [5.991, -0.242, -0.102], [5.148, 1.760, -1.004], [3.792, 0.940, -1.789], [1.625, 0.475, 1.870], [-0.178, 2.687, -2.133], [-4.181, 2.203, -1.251], [-3.011, 0.338, 2.374], [0.310, 0.412, 3.408], [-1.376, 0.058, 3.774], [0.449, -1.706, 2.048], [-0.127, -2.053, 3.676], [-1.270, -1.987, 2.332], [5.062, 1.609, 1.521], [3.478, 1.566, 2.299], [3.468, -0.832, 2.344], [5.224, -0.624, 2.188]]
}

---

[3]
{
  "formula": "C32H64O16",
  "method": "ωB97M-V/def2-TZVPD",
  "e_lumo_ha": 0.0199,
  "gap_ha": 0.355,
  "max_force_ha_per_bohr": 0.183,
  "species": ["C", "C", "O", "C", "O", "O", "C", "H", "H", "H", "H", "H", "H", "H", "H", "C", "C", "O", "C", "O", "O", "C", "H", "H", "H", "H", "H", "H", "H", "H", "C", "C", "O", "C", "O", "O", "C", "H", "H", "H", "H", "H", "H", "H", "H", "C", "C", "O", "C", "O", "O", "C", "H", "H", "H", "H", "H", "H", "H", "H", "C", "C", "C", "O", "C", "H", "H", "H", "H", "H", "H", "H", "H", "C", "C", "C", "O", "C", "H", "H", "H", "H", "H", "H", "H", "H", "C", "C", "C", "O", "C", "H", "H", "H", "H", "H", "H", "H", "H", "C", "C", "C", "O", "C", "H", "H", "H", "H", "H", "H", "H", "H"],
  "positions_angstrom": [[-18.998, 5.827, 10.403], [-18.410, 5.731, 11.746], [-17.167, 6.383, 11.888], [-16.189, 5.901, 12.597], [-16.196, 4.746, 13.055], [-15.320, 6.892, 12.703], [-14.083, 6.732, 13.534], [-18.313, 5.311, 9.731], [-18.943, 6.879, 10.123], [-19.998, 5.451, 10.186], [-18.496, 4.673, 11.991], [-19.119, 6.323, 12.324], [-13.595, 7.706, 13.495], [-13.371, 5.914, 13.431], [-14.365, 6.519, 14.565], [-10.196, 1.684, 15.903], [-11.469, 2.512, 16.261], [-12.259, 2.690, 15.164], [-13.590, 3.091, 15.339], [-14.110, 3.680, 16.290], [-14.233, 2.854, 14.274], [-15.597, 3.121, 14.016], [-10.377, 0.799, 15.294], [-9.594, 1.296, 16.725], [-9.411, 2.153, 15.310], [-11.093, 3.402, 16.766], [-11.945, 2.228, 17.200], [-16.221, 2.252, 14.225], [-15.711, 3.405, 12.970], [-15.928, 3.921, 14.678], [-17.062, 13.481, 14.546], [-16.623, 11.990, 14.603], [-16.632, 11.567, 15.946], [-15.922, 10.487, 16.326], [-15.338, 9.719, 15.549], [-16.117, 10.466, 17.629], [-15.534, 9.282, 18.301], [-16.441, 14.168, 15.121], [-18.003, 13.441, 15.095], [-17.225, 13.785, 13.512], [-15.674, 11.904, 14.074], [-17.370, 11.525, 13.960], [-16.247, 9.140, 19.114], [-14.546, 9.526, 18.691], [-15.480, 8.377, 17.696], [-16.199, 5.678, 20.512], [-17.601, 5.194, 20.733], [-17.553, 4.011, 21.517], [-18.582, 3.100, 21.453], [-19.490, 3.102, 20.569], [-18.310, 2.023, 22.270], [-19.289, 1.074, 22.431], [-15.555, 4.811, 20.370], [-15.746, 6.197, 21.357], [-16.250, 6.328, 19.639], [-18.014, 4.926, 19.760], [-18.224, 5.985, 21.150], [-20.292, 1.487, 22.539], [-18.999, 0.342, 23.184], [-19.327, 0.398, 21.576], [-15.835, 5.097, 17.870], [-15.826, 5.631, 16.446], [-15.836, 7.087, 16.812], [-14.990, 7.211, 17.970], [-14.752, 5.917, 18.528], [-15.530, 4.056, 17.971], [-16.812, 5.371, 18.269], [-16.687, 5.286, 15.872], [-14.987, 5.463, 15.771], [-16.800, 7.477, 17.140], [-15.386, 7.652, 15.996], [-14.875, 5.924, 19.611], [-13.747, 5.586, 18.268], [-13.078, 8.632, 15.594], [-12.901, 8.946, 16.958], [-11.604, 9.832, 16.924], [-11.886, 10.593, 15.768], [-12.504, 9.800, 14.800], [-14.135, 8.568, 15.337], [-12.508, 7.714, 15.451], [-12.959, 8.098, 17.640], [-13.777, 9.473, 17.335], [-10.637, 9.343, 16.810], [-11.389, 10.466, 17.784], [-11.769, 9.485, 14.060], [-13.316, 10.296, 14.267], [-18.430, 6.953, 18.773], [-18.731, 7.225, 20.200], [-18.498, 8.742, 20.246], [-18.532, 9.235, 18.958], [-18.829, 8.235, 17.981], [-18.794, 6.063, 18.261], [-17.346, 6.843, 18.767], [-18.074, 6.800, 20.959], [-19.765, 6.943, 20.396], [-17.577, 9.165, 20.647], [-19.315, 9.098, 20.874], [-18.145, 8.296, 17.135], [-19.849, 8.318, 17.605], [-19.123, 3.038, 13.551], [-18.438, 3.256, 14.801], [-18.449, 4.764, 15.002], [-19.357, 5.278, 14.003], [-20.074, 4.206, 13.489], [-19.697, 2.113, 13.596], [-18.438, 3.019, 12.703], [-17.398, 2.935, 14.751], [-18.963, 2.800, 15.641], [-17.406, 5.040, 14.850], [-18.714, 5.068, 16.014], [-20.453, 4.525, 12.518], [-20.967, 3.991, 14.076]]
}

---

[4]
{
  "formula": "C3H4F3N",
  "method": "ωB97M-V/def2-TZVPD",
  "e_lumo_ha": [-0.0686, -0.0903],
  "gap_ha": [0.262, 0.201],
  "max_force_ha_per_bohr": 0.066,
  "species": ["C", "C", "C", "N", "F", "F", "F", "H", "H", "H", "H"],
  "positions_angstrom": [[-1.009, -0.607, 0.360], [-0.198, 0.394, -0.441], [1.171, 0.632, -0.112], [-1.188, 0.788, 0.560], [2.065, 0.924, -1.020], [1.644, 0.668, 1.097], [2.187, -2.154, -0.063], [-1.742, -1.190, -0.188], [-0.496, -1.137, 1.149], [-0.402, 0.494, -1.503], [-2.033, 1.189, 0.161]]
}